Below is C48H38CsIN6O2P as an isolated structure at a distorted geometry, with properties calculated with ωB97M-V with the def2-TZVPD basis set.

The geometry in XYZ format:
```
97
Properties=species:S:1:pos:R:3:forces:R:3:mulliken_charge:R:1
Cs 0.355 -1.278 1.007 -0.26 0.71 -0.36 1.83
C -4.407 -2.123 -1.350 -0.01 -0.02 -0.02 -1.50
C -3.379 -2.082 -0.257 0.02 -0.12 0.12 0.54
N -2.125 -1.960 -0.448 0.10 0.35 -0.23 0.03
N -1.617 -2.018 -1.709 -0.17 -0.34 -0.27 -0.64
C -0.613 -1.207 -1.975 -0.31 0.07 -0.24 -0.92
O -0.260 -0.180 -1.339 -0.29 0.11 -0.98 0.04
C 0.180 -1.597 -3.195 0.00 0.06 0.02 0.55
C -0.391 -2.242 -4.287 0.01 -0.01 0.00 -0.16
C 0.387 -2.580 -5.387 -0.01 -0.01 0.01 -0.72
C 1.747 -2.297 -5.396 0.01 -0.01 -0.02 -0.62
C 2.325 -1.669 -4.302 -0.01 0.02 -0.02 -1.04
C 1.543 -1.311 -3.214 -0.02 0.06 -0.04 0.19
C -3.786 -2.297 1.161 -0.01 0.01 -0.07 0.40
C -5.091 -2.674 1.480 0.00 0.03 0.03 -0.89
C -5.403 -2.986 2.795 -0.01 0.00 -0.02 -0.39
C -4.411 -2.921 3.755 0.00 0.01 0.02 -0.96
C -3.143 -2.510 3.354 -0.03 0.08 0.05 0.15
N -2.839 -2.190 2.105 0.06 -0.07 -0.04 0.18
H -3.933 -1.847 -2.289 0.00 0.00 0.00 0.29
H -5.227 -1.432 -1.143 0.00 0.00 0.00 0.35
H -4.834 -3.124 -1.461 0.00 0.00 0.00 0.30
H -1.447 -2.474 -4.257 -0.01 -0.01 0.00 0.42
H -0.069 -3.070 -6.238 0.00 0.00 0.00 0.37
H 2.353 -2.564 -6.254 0.00 0.00 0.00 0.38
H 3.384 -1.441 -4.301 0.00 0.00 0.00 0.44
H 1.976 -0.793 -2.368 -0.01 0.03 0.02 0.44
H -5.844 -2.740 0.708 0.00 0.00 0.00 0.33
H -6.408 -3.293 3.058 0.00 0.00 0.00 0.40
H -4.600 -3.179 4.788 0.01 0.00 0.00 0.41
H -2.333 -2.443 4.074 0.00 -0.01 0.00 0.22
O 0.255 -3.413 4.974 -0.05 0.05 0.05 -0.86
C 0.637 -2.538 4.155 0.13 -0.01 0.06 0.32
N 1.355 -2.679 3.061 0.42 -0.69 0.86 -0.35
C 1.803 -4.041 2.857 -0.06 0.03 0.09 -1.26
C 1.888 -4.552 1.429 0.02 -0.01 0.11 0.63
C 2.241 -5.898 1.255 0.02 0.01 0.01 -0.83
C 2.359 -6.416 -0.015 0.00 0.00 -0.02 -0.30
C 2.108 -5.587 -1.104 -0.03 -0.01 -0.03 -0.93
C 1.746 -4.280 -0.849 0.02 0.01 0.03 -0.27
N 1.648 -3.766 0.382 0.24 -0.39 0.08 0.14
C 0.241 -1.097 4.522 -0.01 -0.08 0.01 0.10
C -0.093 -0.853 5.856 -0.01 -0.02 -0.01 -0.50
C -0.424 0.429 6.250 0.00 0.01 0.00 -0.39
C -0.441 1.441 5.299 -0.05 0.02 -0.01 -0.91
C -0.128 1.106 3.993 0.05 -0.03 0.03 -0.28
N 0.215 -0.122 3.608 0.12 0.09 0.56 0.16
H 1.182 -4.750 3.420 -0.01 -0.02 -0.04 0.37
H 2.816 -4.163 3.275 -0.01 -0.01 0.00 0.24
H 2.417 -6.513 2.129 0.00 0.00 0.00 0.42
H 2.634 -7.454 -0.162 0.00 0.00 0.00 0.39
H 2.178 -5.946 -2.122 0.00 0.00 0.00 0.42
H 1.521 -3.603 -1.669 -0.01 -0.01 0.04 0.42
H -0.079 -1.691 6.537 0.00 0.00 0.00 0.47
H -0.670 0.640 7.284 0.00 0.00 0.00 0.40
H -0.698 2.461 5.554 0.00 0.00 0.01 0.43
H -0.141 1.867 3.217 0.01 -0.01 -0.01 0.51
I 3.641 1.185 0.574 0.01 0.06 -0.02 0.11
C 2.857 2.949 1.413 -0.02 -0.02 0.00 -0.30
C 3.233 3.145 2.713 -0.02 0.03 0.01 -0.59
C 3.046 4.394 3.342 0.01 -0.03 0.00 -0.85
C 2.574 5.442 2.616 -0.01 0.02 0.00 -0.83
C 2.165 5.266 1.270 0.00 0.05 0.00 0.85
C 1.732 6.385 0.518 0.01 -0.02 0.02 -0.94
C 1.331 6.239 -0.775 0.00 0.03 -0.01 -1.05
C 1.225 4.947 -1.322 -0.01 0.03 -0.02 -0.42
C 1.575 3.823 -0.621 0.09 -0.09 0.12 1.34
P 0.889 2.146 -1.087 0.12 0.32 0.07 0.83
C 1.278 2.169 -2.874 -0.05 -0.03 0.00 0.72
C 0.371 1.725 -3.834 -0.02 -0.10 0.01 -0.46
C 0.732 1.640 -5.170 0.03 -0.04 -0.01 -0.54
C 2.017 1.978 -5.569 0.01 0.00 -0.01 -0.59
C 2.937 2.405 -4.620 0.00 0.01 -0.01 -0.70
C 2.569 2.504 -3.287 -0.02 0.01 0.01 -0.72
C -0.885 2.633 -1.009 -0.03 -0.08 0.05 0.36
C -1.595 3.332 -1.981 -0.01 0.08 0.01 0.15
C -2.935 3.642 -1.795 0.00 0.00 0.00 -0.77
C -3.587 3.262 -0.630 0.00 -0.02 0.01 -0.64
C -2.890 2.568 0.348 -0.02 -0.01 -0.02 -0.61
C -1.555 2.248 0.151 0.03 0.03 0.03 -0.44
C 2.192 3.978 0.664 0.05 -0.04 0.02 0.31
H 3.722 2.347 3.253 0.00 0.00 0.00 0.38
H 3.338 4.519 4.376 0.00 -0.01 0.01 0.42
H 2.500 6.431 3.052 0.00 0.00 0.00 0.36
H 1.737 7.359 0.993 0.01 0.00 0.01 0.35
H 1.026 7.098 -1.359 0.01 0.00 0.00 0.39
H 0.794 4.834 -2.309 -0.04 -0.01 -0.01 0.33
H -0.620 1.417 -3.526 0.02 -0.03 0.00 0.34
H 0.013 1.280 -5.896 0.00 0.00 0.00 0.37
H 2.304 1.897 -6.610 0.00 0.00 0.00 0.38
H 3.946 2.663 -4.919 0.00 0.00 0.00 0.41
H 3.294 2.844 -2.556 0.00 0.00 0.00 0.32
H -1.108 3.636 -2.899 -0.01 0.01 0.02 0.33
H -3.472 4.181 -2.567 -0.01 0.00 0.00 0.42
H -4.634 3.499 -0.490 0.00 0.00 0.00 0.37
H -3.388 2.251 1.256 0.00 0.00 0.00 0.51
H -1.028 1.680 0.910 0.01 -0.02 -0.06 0.09
```
Positions in Å, forces in eV/Å.

Its net charge is -1. For the highest occupied orbital energy, the calculation gives -4.602 eV. For the frontier orbital gap, the calculation gives 6.735 eV. Its total energy is -2990.21176 Ha.

---

Below is C48H39InN2O2P2Se4 as an isolated structure at a distorted geometry, with properties calculated with ωB97M-V with the def2-TZVPD basis set.

The geometry in XYZ format:
```
98
Properties=species:S:1:pos:R:3:forces:R:3:mulliken_charge:R:1
In 0.543 -1.808 0.940 -0.25 -0.98 0.06 1.90
Se 1.200 -4.179 2.095 0.16 0.69 -0.40 -0.31
Se -0.877 -5.144 2.318 -0.38 -0.07 0.00 -0.22
Se -1.703 -5.005 0.136 0.23 -0.37 0.06 -0.23
Se -1.887 -2.731 -0.119 0.63 0.73 0.25 -0.19
O 1.135 -0.498 2.448 -0.38 0.03 -0.28 0.55
C 2.124 -0.386 3.302 0.23 -0.10 0.08 0.29
C 1.834 0.101 4.592 -0.09 0.06 -0.06 -0.81
C 2.819 0.388 5.505 -0.01 -0.03 0.01 -0.80
C 4.155 0.176 5.177 0.11 -0.03 0.04 -1.03
C 4.458 -0.375 3.952 -0.06 -0.01 -0.02 -0.98
C 3.471 -0.694 3.007 -0.09 0.06 0.16 1.03
C 3.857 -1.377 1.778 0.15 -0.01 -0.24 -0.50
N 3.096 -1.830 0.787 -0.44 0.08 0.06 1.14
C 3.935 -2.453 -0.106 0.26 0.00 -0.07 -0.54
C 5.216 -2.368 0.324 -0.08 -0.05 -0.11 -1.29
N 5.154 -1.688 1.511 -0.09 0.03 0.02 -0.03
H 0.794 0.262 4.835 -0.07 0.07 -0.03 0.35
H 2.554 0.773 6.482 -0.02 0.01 -0.02 0.45
H 4.946 0.410 5.877 -0.02 0.00 0.00 0.40
H 5.503 -0.561 3.739 0.01 -0.03 -0.01 0.29
H 3.580 -2.917 -1.007 0.26 0.13 0.08 0.42
H 6.139 -2.721 -0.098 0.00 0.00 0.02 0.46
H 5.939 -1.485 2.099 0.01 0.04 0.07 0.14
C -4.381 1.295 -3.723 0.05 0.03 0.03 -1.76
C -3.287 2.251 -3.202 -0.09 -0.06 -0.09 1.93
C -3.486 3.637 -3.825 0.02 -0.07 0.03 -2.27
C -3.384 2.315 -1.685 0.06 -0.01 -0.07 0.60
C -4.265 3.166 -1.029 0.05 0.00 0.01 0.10
C -4.355 3.191 0.354 -0.10 0.06 0.07 -1.55
C -3.555 2.360 1.116 -0.04 -0.01 -0.07 0.39
C -2.674 1.484 0.496 0.17 -0.34 -0.22 -0.58
P -1.500 0.436 1.451 -0.21 0.34 0.28 1.73
C -0.846 1.793 2.490 0.13 -0.05 -0.01 0.83
C -1.165 2.008 3.823 -0.06 0.02 -0.03 -0.49
C -0.575 3.057 4.518 0.04 0.01 0.10 -0.65
C 0.341 3.886 3.893 0.04 0.03 0.01 -0.58
C 0.651 3.687 2.553 -0.02 0.02 -0.05 -0.66
C 0.055 2.651 1.857 0.00 -0.06 0.07 -0.62
C -2.599 -0.510 2.557 0.04 -0.07 0.01 0.58
C -3.966 -0.653 2.344 0.05 0.03 0.04 -1.03
C -4.696 -1.559 3.098 -0.06 -0.04 0.01 -0.71
C -4.073 -2.333 4.064 0.00 -0.01 -0.02 -0.64
C -2.710 -2.193 4.286 0.00 -0.02 0.02 -0.92
C -1.977 -1.291 3.535 0.03 0.10 0.01 -0.38
C -2.610 1.469 -0.895 -0.08 0.20 0.23 -1.20
O -1.707 0.592 -1.439 -0.20 -0.01 -0.14 0.19
C -1.249 0.849 -2.698 0.30 0.04 -0.30 -1.29
C -0.039 0.244 -3.037 -0.52 -0.03 0.57 -0.03
C 0.502 0.457 -4.296 -0.09 0.03 0.02 0.10
C -0.163 1.271 -5.196 0.08 -0.04 -0.09 -1.61
C -1.362 1.867 -4.839 0.02 0.05 -0.01 0.08
C -1.932 1.675 -3.588 -0.07 0.01 0.14 0.66
P 0.764 -0.857 -1.811 0.65 0.03 -0.26 1.95
C 2.444 -0.150 -1.932 -0.02 -0.01 0.07 1.16
C 3.394 -0.438 -2.905 0.00 -0.10 0.08 -0.51
C 4.603 0.242 -2.912 0.09 -0.04 -0.05 -0.89
C 4.870 1.206 -1.951 0.04 0.06 0.02 -0.70
C 3.929 1.494 -0.972 0.02 0.00 0.02 -0.55
C 2.721 0.817 -0.964 0.05 -0.13 -0.04 -0.36
C 0.743 -2.449 -2.695 -0.01 -0.09 0.12 0.84
C 1.417 -3.523 -2.109 -0.14 0.15 -0.03 -0.54
C 1.305 -4.799 -2.629 0.01 -0.08 0.03 -1.03
C 0.484 -5.027 -3.724 0.00 -0.01 -0.02 -0.69
C -0.217 -3.975 -4.292 -0.01 -0.06 -0.06 -0.69
C -0.087 -2.690 -3.786 0.09 0.03 -0.02 -1.23
H -5.369 1.677 -3.461 0.00 -0.01 0.00 0.42
H -4.265 0.302 -3.286 -0.01 0.00 0.00 0.42
H -4.315 1.205 -4.809 -0.01 0.00 0.00 0.41
H -4.464 4.042 -3.568 0.00 0.00 -0.02 0.49
H -3.448 3.581 -4.911 -0.02 0.02 0.00 0.53
H -2.718 4.332 -3.482 -0.01 0.02 -0.01 0.41
H -4.895 3.831 -1.603 0.01 -0.01 0.00 0.31
H -5.047 3.872 0.832 0.01 -0.01 0.01 0.38
H -3.601 2.392 2.198 0.00 0.01 0.00 0.54
H -1.880 1.363 4.321 0.04 -0.03 0.01 0.41
H -0.819 3.219 5.561 -0.03 -0.02 -0.02 0.42
H 0.819 4.684 4.446 -0.03 0.01 0.00 0.40
H 1.358 4.339 2.056 -0.01 -0.01 0.00 0.44
H 0.280 2.498 0.805 0.07 0.01 0.02 0.21
H -4.464 -0.075 1.577 0.01 -0.03 -0.02 0.34
H -5.757 -1.675 2.914 0.01 0.01 0.00 0.42
H -4.643 -3.060 4.628 0.00 0.02 0.02 0.39
H -2.214 -2.805 5.028 0.02 0.01 0.00 0.48
H -0.907 -1.192 3.695 -0.01 -0.07 -0.01 0.46
H 1.433 -0.020 -4.569 -0.01 0.05 -0.03 0.43
H 0.248 1.437 -6.183 0.01 0.01 0.01 0.40
H -1.857 2.499 -5.564 -0.03 -0.02 0.02 0.31
H 3.204 -1.213 -3.639 -0.02 0.01 0.00 0.44
H 5.347 0.013 -3.666 -0.02 -0.01 0.00 0.42
H 5.817 1.730 -1.961 0.00 -0.02 0.00 0.40
H 4.143 2.229 -0.206 -0.01 0.00 -0.02 0.49
H 1.994 1.006 -0.180 0.03 0.05 0.02 -0.04
H 2.005 -3.363 -1.213 -0.36 -0.18 -0.10 0.14
H 1.824 -5.622 -2.157 0.01 0.01 0.03 0.47
H 0.371 -6.030 -4.116 0.00 0.00 0.00 0.38
H -0.882 -4.157 -5.126 0.02 0.02 -0.01 0.44
H -0.647 -1.883 -4.239 -0.02 -0.02 0.04 0.33
```
Positions in Å, forces in eV/Å.

For the highest occupied orbital energy, the calculation gives -6.827 eV. For the frontier orbital gap, the calculation gives 6.647 eV. Its total energy is -12591.22887 Ha.